# 1
64
Properties=species:S:1:pos:R:3 method="wB97M-V/def2-TZVPD" mol_weight_g_mol=796.221 homo_lumo_gap_ev=7.15 max_force_ev_per_a=0.8 e_homo_ev=-4.9 de_lowest_kcal_mol=32.61 total_charge=-1
Y -0.74 0.79 0.72
C -0.58 3.51 1.22
C -1.48 3.41 0.16
C -0.79 2.86 -0.95
C 0.58 2.69 -0.58
C 0.70 3.07 0.78
C 1.96 3.07 1.59
C 1.68 2.30 -1.52
C -1.33 2.57 -2.32
C -2.88 3.93 0.12
C -0.87 4.08 2.58
H 2.78 2.61 1.04
H 1.86 2.50 2.52
H 2.27 4.08 1.86
H 2.59 2.02 -0.99
H 1.93 3.13 -2.19
H 1.40 1.45 -2.15
H -0.81 1.73 -2.79
H -1.22 3.43 -3.00
H -2.39 2.32 -2.29
H -3.38 3.65 -0.80
H -2.88 5.03 0.17
H -3.50 3.56 0.95
H -0.24 3.63 3.35
H -1.91 3.91 2.86
H -0.69 5.16 2.60
I 0.05 -0.39 3.58
C -0.18 -2.36 2.91
C 0.34 -3.35 3.68
C 0.10 -4.70 3.34
C -0.70 -5.00 2.27
C -1.26 -3.97 1.47
C -2.13 -4.27 0.40
C -2.65 -3.27 -0.36
C -2.28 -1.93 -0.13
C -1.44 -1.54 0.91
C -0.96 -2.60 1.74
H 0.93 -3.12 4.56
H 0.52 -5.49 3.95
H -0.93 -6.03 2.02
H -2.38 -5.31 0.21
H -3.34 -3.51 -1.16
H -2.70 -1.18 -0.80
Br 5.92 -4.55 -1.87
C 4.51 -3.36 -1.42
C 4.59 -2.62 -0.25
C 3.56 -1.75 0.07
C 2.46 -1.62 -0.78
C 2.40 -2.37 -1.94
C 3.42 -3.24 -2.28
C 1.35 -0.68 -0.42
O 0.37 -0.56 -1.20
O 1.43 -0.05 0.67
H 5.45 -2.73 0.40
H 3.58 -1.17 0.98
H 1.53 -2.26 -2.58
H 3.38 -3.83 -3.18
F -2.33 1.56 2.56
C -3.65 1.46 1.95
F -3.19 0.99 0.63
C -4.23 0.20 2.60
F -3.39 -0.81 2.88
F -4.80 0.56 3.78
F -5.21 -0.30 1.81


# 2
26
Properties=species:S:1:pos:R:3 method="wB97M-V/def2-TZVPD" mol_weight_g_mol=225.273 homo_lumo_gap_ev="5.31 / 5.31" max_force_ev_per_a=5.5 e_homo_ev="-6.9 / -6.9" de_lowest_kcal_mol=105.31
C -2.83 -0.62 0.06
C -1.97 -1.58 0.69
C -2.35 -0.01 -1.07
C -0.72 -1.80 0.12
C -1.01 -0.17 -1.47
C -0.23 -1.19 -0.95
C 2.85 -0.36 1.15
C 0.13 0.41 -3.49
C 2.86 0.59 2.35
N 2.41 0.24 0.13
N -0.78 0.66 -2.59
N 1.99 -0.19 -1.01
O 1.60 -1.93 -2.68
O 1.68 -2.62 -0.22
S 1.46 -1.66 -1.27
H -3.93 -0.43 0.32
H -2.30 -1.89 1.73
H -2.89 0.84 -1.44
H -0.09 -2.39 0.77
H 3.05 -1.46 1.20
H 0.77 -0.47 -3.48
H 0.10 0.91 -4.43
H 1.85 1.06 2.31
H 3.18 0.11 3.30
H 3.50 1.43 2.29
H -1.68 1.18 -2.72


# 3
86
Properties=species:S:1:pos:R:3 method="wB97M-V/def2-TZVPD" mol_weight_g_mol=672.399 homo_lumo_gap_ev="5.60 / 5.29" max_force_ev_per_a=5.5 e_homo_ev="-9.4 / -9.4" total_charge=+1
C -1.68 -1.57 -1.39
C 0.57 -2.24 -1.02
C -1.83 -2.51 -2.42
C 0.39 -3.31 -1.94
C -0.80 -3.43 -2.63
H -2.76 -2.50 -2.99
H 1.24 -3.99 -2.09
H -0.95 -4.25 -3.34
N -0.56 -1.56 -0.65
P -2.69 0.03 0.65
P 2.45 -0.63 0.54
C -2.69 -0.47 -1.13
H -2.43 0.42 -1.73
H -3.70 -0.77 -1.47
C 0.69 1.80 2.64
O 1.51 2.64 2.42
C 1.86 -1.84 -0.60
H 2.66 -2.49 -0.98
C 3.85 0.10 -0.59
C 3.20 -1.33 2.21
C -3.48 1.72 0.68
C -3.62 -1.37 1.51
C 3.86 1.60 -0.27
H 4.15 1.80 0.77
H 4.61 2.09 -0.92
H 2.89 2.07 -0.47
C 5.21 -0.55 -0.35
H 5.61 -0.38 0.65
H 5.19 -1.62 -0.57
H 5.93 -0.09 -1.06
C 3.52 -0.14 -2.07
H 4.27 0.38 -2.68
H 3.57 -1.20 -2.33
H 2.54 0.25 -2.35
C 3.94 -0.15 2.86
H 3.29 0.72 2.99
H 4.28 -0.47 3.87
H 4.83 0.16 2.30
C 2.07 -1.81 3.13
H 1.36 -1.01 3.38
H 1.51 -2.64 2.69
H 2.52 -2.16 4.07
C 4.12 -2.53 1.95
H 5.01 -2.28 1.37
H 4.46 -2.90 2.93
H 3.59 -3.34 1.44
C -4.02 -0.89 2.92
H -4.42 -1.76 3.46
H -3.16 -0.51 3.48
H -4.81 -0.13 2.89
C -2.70 -2.60 1.66
H -2.41 -3.03 0.69
H -1.80 -2.38 2.24
H -3.27 -3.37 2.21
C -4.85 -1.78 0.68
H -5.42 -2.52 1.26
H -5.51 -0.94 0.45
H -4.55 -2.26 -0.27
C -2.73 2.64 -0.31
H -2.90 2.36 -1.36
H -3.10 3.67 -0.18
H -1.65 2.65 -0.12
C -3.38 2.33 2.09
H -2.34 2.49 2.40
H -3.87 3.32 2.06
H -3.88 1.72 2.85
C -4.95 1.59 0.27
H -5.07 1.12 -0.72
H -5.54 1.03 1.02
H -5.38 2.60 0.21
Sn -0.21 -0.24 1.25
N 0.34 1.09 -0.38
C 0.74 1.12 -1.51
C 0.78 1.96 -2.69
C 0.58 3.34 -2.51
C 0.94 1.43 -3.99
C 0.58 4.19 -3.62
H 0.44 3.73 -1.50
C 0.96 2.29 -5.08
H 1.05 0.35 -4.11
C 0.80 3.67 -4.90
H 0.41 5.26 -3.47
H 1.10 1.88 -6.09
H 0.84 4.34 -5.76
O -0.97 0.94 4.21
C -0.24 1.09 3.23


# 4
81
Properties=species:S:1:pos:R:3 method="wB97M-V/def2-TZVPD" mol_weight_g_mol=786.006 multiplicity=2 homo_lumo_gap_ev="3.77 / 4.24" max_force_ev_per_a=4.7 e_homo_ev="-9.3 / -9.2" total_charge=+1
Re -0.44 2.18 -0.40
C 0.83 -0.38 -3.26
C -0.61 -0.35 -2.77
N -1.51 0.45 -3.59
C -2.09 -0.24 -4.73
C -1.22 -0.17 -5.98
C -1.83 1.71 -3.28
C -2.68 2.48 -4.25
N -1.50 2.34 -2.17
H 1.44 -0.86 -2.50
H 1.20 0.63 -3.39
H 0.95 -0.94 -4.18
H -0.60 0.07 -1.76
H -1.01 -1.36 -2.71
H -3.09 0.17 -4.93
H -2.23 -1.28 -4.45
H -0.96 0.85 -6.23
H -1.76 -0.61 -6.82
H -0.31 -0.74 -5.84
H -2.43 2.27 -5.29
H -2.57 3.55 -4.08
H -3.73 2.23 -4.09
H -1.84 3.30 -2.22
C -4.84 -1.80 0.45
O -3.53 -1.33 0.76
C -3.03 -0.33 0.07
S -3.85 0.42 -1.14
S -1.41 0.03 0.58
H -4.96 -2.74 0.99
H -4.94 -1.96 -0.63
H -5.59 -1.08 0.77
C -3.61 4.71 2.27
C -2.28 4.53 2.63
C -1.47 3.74 1.84
N -1.91 3.13 0.73
C -3.18 3.32 0.38
C -4.06 4.09 1.12
H -4.26 5.31 2.88
H -1.88 5.00 3.51
H -0.44 3.55 2.12
H -3.53 2.81 -0.51
H -5.09 4.18 0.81
C 2.45 4.49 -2.26
C 1.40 3.60 -1.67
O 1.43 2.35 -1.81
O 0.45 4.11 -1.01
H 2.61 4.25 -3.31
H 3.39 4.34 -1.73
H 2.16 5.53 -2.15
C 1.76 -6.24 3.19
C 2.08 -4.95 3.88
C 2.60 -4.96 5.16
C 2.87 -3.78 5.84
C 2.65 -2.57 5.22
C 2.20 -2.54 3.89
N 2.12 -1.31 3.26
C 2.72 -0.99 2.09
C 3.72 -1.81 1.55
C 4.39 -1.45 0.40
C 4.05 -0.28 -0.27
C 3.05 0.53 0.23
C 2.38 0.21 1.40
C 1.31 1.11 1.94
O 0.93 1.03 3.11
O 0.86 2.00 1.13
C 1.86 -3.73 3.23
C 1.21 -3.71 1.88
H 2.09 -7.09 3.77
H 2.25 -6.28 2.21
H 0.69 -6.32 3.02
H 2.79 -5.91 5.65
H 3.28 -3.81 6.84
H 2.89 -1.64 5.71
H 1.60 -0.53 3.69
H 4.00 -2.71 2.08
H 5.18 -2.08 0.02
H 4.57 -0.01 -1.18
H 2.78 1.43 -0.30
H 1.83 -4.20 1.14
H 1.00 -2.70 1.55
H 0.26 -4.26 1.92


# 5
14
Properties=species:S:1:pos:R:3 method="wB97M-V/def2-TZVPD" smiles="C=C.C=O.C=O" mol_weight_g_mol=88.106 homo_lumo_gap_ev=10.48 max_force_ev_per_a=0.6 e_homo_ev=-9.7 de_lowest_kcal_mol=76.54
C 1.87 0.21 0.81
C 1.14 -0.90 0.73
H 1.96 0.78 1.74
H 2.40 0.60 -0.06
H 1.06 -1.45 -0.20
H 0.59 -1.28 1.59
C -0.74 1.64 0.24
O -1.70 1.23 0.84
H -0.08 2.42 0.68
H -0.46 1.27 -0.76
C -1.52 -1.13 -1.40
O -0.61 -0.73 -2.09
H -1.89 -0.55 -0.53
H -2.02 -2.09 -1.61


# 6
105
Properties=species:S:1:pos:R:3 method="wB97M-V/def2-TZVPD" mol_weight_g_mol=630.525 homo_lumo_gap_ev=10.67 max_force_ev_per_a=2.6 e_homo_ev=-10.6 de_lowest_kcal_mol=23.70
O -2.57 0.43 -3.59
H -1.79 0.58 -4.16
H -2.50 -0.45 -3.16
O -3.14 1.49 3.34
H -2.24 1.51 3.03
H -3.54 2.19 2.78
O 4.54 2.55 -0.16
H 5.13 2.60 0.61
H 4.05 3.39 -0.24
O -5.02 3.57 -1.95
H -5.24 2.72 -1.61
H -5.56 3.64 -2.78
O -0.59 -4.53 4.06
H -1.53 -4.21 3.82
H -0.60 -4.85 4.96
O -1.49 -2.92 0.55
H -2.21 -3.19 1.20
H -0.76 -3.49 0.90
O 2.08 2.67 -2.85
H 1.51 2.87 -2.12
H 1.66 1.94 -3.35
O -1.55 -3.82 -3.04
H -2.36 -3.59 -2.51
H -0.99 -4.14 -2.34
O -4.57 -0.47 -0.50
H -5.50 -0.27 -0.68
H -4.12 0.44 -0.68
O 0.87 -4.97 -1.19
H 1.06 -4.73 -0.24
H 0.71 -5.92 -1.22
O -2.92 -3.56 2.96
H -3.69 -4.16 3.01
H -3.33 -2.65 2.95
O 2.66 4.52 -0.02
H 2.77 5.25 0.59
H 1.68 4.44 -0.02
O 5.94 -0.94 2.05
H 5.44 -1.01 1.20
H 6.84 -0.62 1.83
O -3.78 -2.74 -1.85
H -4.64 -3.01 -2.18
H -3.95 -1.86 -1.52
O 4.83 -1.25 -0.92
H 5.75 -1.24 -1.25
H 4.49 -0.43 -1.37
O -3.42 -1.15 2.27
H -3.80 -1.11 1.39
H -3.30 -0.28 2.72
O 2.18 0.97 -0.08
H 2.83 1.50 -0.55
H 2.48 0.97 0.80
O 6.73 2.63 2.12
H 6.02 2.33 2.65
H 6.95 3.45 2.54
O 3.24 -2.97 -2.54
H 3.00 -3.67 -1.98
H 3.84 -2.41 -1.99
O -4.97 3.56 2.23
H -4.68 4.00 1.44
H -5.11 4.27 2.83
O 0.36 -1.79 -2.84
H 1.18 -2.23 -2.59
H -0.14 -2.60 -3.15
O -0.37 2.00 3.31
H -0.40 2.07 2.32
H -0.49 1.06 3.56
O 3.19 -1.25 -4.59
H 3.27 -2.07 -4.09
H 3.84 -1.39 -5.34
O -1.24 -0.64 -0.70
H -1.31 -1.52 -0.24
H -0.69 -0.82 -1.49
O 0.13 0.41 -4.32
H 0.57 0.87 -5.03
H 0.54 -0.47 -4.18
O 4.30 0.57 -2.65
H 3.79 1.41 -2.63
H 3.83 -0.02 -3.28
O 0.01 2.67 0.39
H 0.60 2.02 -0.10
H -0.78 2.47 -0.15
O 2.24 -1.92 0.49
H 1.63 -1.25 0.20
H 3.01 -1.69 -0.02
O 1.05 -4.21 1.48
H 1.40 -3.33 1.54
H 0.71 -4.48 2.36
O -4.38 5.61 0.08
H -4.70 5.12 -0.67
H -4.05 6.45 -0.30
O 2.03 0.60 2.70
H 1.43 1.29 3.09
H 1.58 -0.22 2.84
O -2.65 1.41 -1.05
H -2.12 0.58 -0.92
H -2.65 1.50 -2.04
O 4.36 2.20 3.72
H 3.64 1.90 3.12
H 4.57 1.33 4.11
O -6.47 2.23 0.44
H -7.04 3.00 0.36
H -5.98 2.57 1.20
O -0.38 -0.74 3.03
H -0.23 -1.58 3.52
H -1.04 -1.01 2.31